A structure of composition C16H26NO2S2. Source: OMol25; level of theory: the ωB97M-V functional and the def2-TZVPD basis.

```
47
Properties=species:S:1:pos:R:3:forces:R:3
C 3.7413 1.9154 0.7172 0.253 -0.021 -0.048
O 3.2136 0.6339 0.3006 -0.861 -0.018 0.248
C 2.0356 0.3221 0.8752 0.301 0.938 0.735
O 1.5234 1.0224 1.7352 0.452 -0.881 -0.991
C 1.4526 -0.9645 0.3092 -0.026 0.610 -0.139
C 2.4640 -2.1194 0.1803 0.336 0.457 -0.055
C 1.6912 -3.3752 0.5713 0.090 -0.398 0.291
C 0.2800 -2.9248 0.9414 -0.446 -0.299 -0.666
N 0.3833 -1.4713 1.1679 -0.111 -0.492 1.202
C -0.8516 -0.7923 1.1151 -0.535 0.177 -0.122
C -1.2487 0.1544 2.0593 0.813 -0.895 -0.218
C -2.2305 1.1916 1.6118 -0.753 1.041 -0.113
C -3.2804 0.7113 0.6136 0.163 -0.213 -0.073
C -2.5978 0.0567 -0.5843 -0.229 0.089 -0.135
C -1.6384 -1.0587 -0.1564 -0.238 0.187 0.096
H 4.6179 2.0641 0.0795 -0.212 0.041 0.278
H 2.9977 2.7061 0.5535 0.238 -0.265 0.066
H 4.0169 1.8757 1.7814 -0.084 0.064 -0.427
H 1.0734 -0.7052 -0.7055 0.128 -0.057 0.335
H 2.8331 -2.1373 -0.8531 0.019 -0.102 0.382
H 3.3243 -1.9607 0.8498 -0.343 0.004 -0.325
H 1.6626 -4.0993 -0.2441 -0.009 0.006 0.142
H 2.1599 -3.8547 1.4317 0.032 -0.015 -0.136
H -0.3927 -3.1538 0.0914 0.209 0.073 0.359
H -0.1255 -3.4384 1.8243 0.152 0.289 -0.165
H -0.4134 0.3302 2.7620 0.096 0.594 -0.739
H -2.7618 1.6948 2.4609 0.448 -0.557 -1.263
H -1.6073 1.9689 1.1417 -0.313 0.078 0.075
H -3.9706 -0.0020 1.0868 0.147 0.076 0.016
H -3.8910 1.5713 0.3027 0.199 -0.270 0.019
H -3.3459 -0.3711 -1.2658 0.245 0.219 0.058
H -2.0396 0.8267 -1.1313 -0.091 -0.133 0.014
H -0.9305 -1.2880 -0.9800 -0.438 -0.014 0.495
H -2.2397 -1.9675 0.0292 0.273 0.162 -0.065
C -1.9844 1.4116 7.1103 0.499 0.161 -0.183
C -1.6479 -0.0431 6.8231 -0.541 0.031 0.199
S -0.8029 -0.5027 5.2599 0.938 -1.389 0.106
C -1.8737 0.2321 4.1484 -0.834 -1.669 -0.699
S -1.8607 1.9311 4.3172 0.078 2.234 0.636
C -2.6907 2.0795 5.9396 -0.297 -0.493 -0.099
H -2.7025 1.4160 7.9438 0.263 0.013 -0.051
H -1.0958 1.9755 7.4165 -0.166 -0.098 -0.138
H -0.9646 -0.4933 7.5575 -0.384 0.164 -0.113
H -2.5836 -0.6108 6.7711 0.260 -0.097 0.321
H -2.7133 -0.3591 3.7142 0.480 0.676 0.510
H -3.6569 1.5978 5.7653 -0.134 0.352 0.284
H -2.8131 3.1654 6.0388 -0.066 -0.358 0.096
```
Forces are in eV/Å.

Net charge: +1
Energy: -44259.2391 eV
Multiplicity: 1
Relative energy (zero: lowest compared OMol25 entry of this formula, charge and spin): 38.1 kcal per mole
Strongest force on any atom: 0.045 Eh/bohr
Gap between HOMO and LUMO: 0.23166 Ha